# 1
A 2-piece molecular cluster, C5H16N3 overall. Source: OMol25; level of theory: ωB97M-V with the def2-TZVPD basis set.

Geometry as ORCA input:
```
! wB97M-V def2-TZVPD RIJCOSX def2/J DEFGRID3
* xyz 1 1
C -0.28472 -1.77740 1.87977
C -1.43838 -0.87558 -0.06928
N -1.23973 -0.85434 1.23776
N -0.99798 -1.88220 -0.81685
N -2.35871 -0.07085 -0.62458
H -1.29118 0.04064 1.70273
H -0.74439 -2.77201 -0.41020
H -1.35002 -2.06482 -1.74357
H -2.40249 0.85850 -0.21614
H -2.43033 0.11079 -1.61314
H -0.83571 -2.70940 2.03628
H -0.09160 -1.38553 2.86327
H 0.61402 -2.02138 1.32043
C 1.16838 0.84460 -0.37027
C 0.19834 1.83143 -1.03281
C 2.51460 1.50034 -0.01839
H 1.41808 0.04661 -1.07489
H 0.84265 0.27665 0.49319
H 0.77977 2.56018 -1.59118
H -0.42199 1.31688 -1.76809
H 2.90899 2.06499 -0.85962
H 3.20271 0.65425 0.05832
H -0.45838 2.33772 -0.32329
H 2.69807 1.96994 0.94053
*
```

HOMO level	-0.5311	hartree
relative energy (zero: lowest compared OMol25 entry of this formula, charge and spin)	22.8	kcal per mole
HOMO-LUMO gap	0.421	Eh

Partial charges, Löwdin, in e: -0.032, -0.477, 0.052, 0.227, 0.200, 0.161, 0.128, 0.141, 0.123, 0.129, 0.101, 0.098, 0.095, -0.314, -0.107, -0.106, 0.100, 0.061, 0.079, 0.049, 0.077, 0.070, 0.071, 0.073

=====

# 2
An isolated ion of composition C4H12N3O and charge +1. Source: OMol25; level of theory: ωB97M-V with the def2-TZVPD basis set.

Geometry as ORCA input:
```
! wB97M-V def2-TZVPD RIJCOSX def2/J DEFGRID3
* xyz 1 1
N 0.59505 0.10220 -2.04482
C 1.32525 -1.10926 -1.50115
C 0.76539 -1.44988 -0.11681
N -0.65291 -1.22431 -0.06209
C -1.12456 -0.43587 1.04509
C -0.50306 0.95706 0.94312
N -0.42689 1.66188 2.06905
O -0.02200 1.42006 -0.10377
H 1.13869 0.64689 -2.69748
H -0.28645 -0.25311 -2.40415
H 0.28334 0.71474 -1.18492
H 1.07041 -1.93714 -2.17028
H 2.41087 -1.05347 -1.48369
H 0.88866 -2.52615 0.11347
H 1.32256 -1.00605 0.70073
H -1.34210 -1.90452 -0.31235
H -2.19804 -0.23307 1.07581
H -0.76954 -0.77471 2.03046
H -0.15075 2.62667 1.96845
H -0.64891 1.31346 2.99081
*
```

structure (SMILES)	NC(=O)CNCC[NH3+]
HOMO level	-0.4867	hartree
relative energy (zero: lowest compared OMol25 entry of this formula, charge and spin)	10.3	kcal per mole
HOMO-LUMO gap	0.390	Eh

Partial charges, Löwdin, in e: 0.148, -0.113, -0.197, -0.069, -0.118, -0.450, 0.213, 0.056, 0.156, 0.151, 0.022, 0.125, 0.129, 0.138, 0.130, 0.132, 0.148, 0.132, 0.135, 0.132

=====

# 3
C19H38Br2FKLiNNaO9 as an isolated structure. Source: OMol25; level of theory: ωB97M-V with the def2-TZVPD basis set.

Geometry as ORCA input:
```
! wB97M-V def2-TZVPD RIJCOSX def2/J DEFGRID3
* xyz -1 1
O -1.72364 -0.06466 1.84278
C -1.97944 -1.12060 0.81725
C -1.66812 -2.56170 1.60361
C -0.00506 -2.72182 1.54717
C 0.96031 -2.25806 2.82171
C 2.58637 -2.42847 2.60415
C 3.11244 -3.05081 1.16335
Br 5.07286 -3.25243 0.82470
N 2.15397 -3.47102 0.03568
C 0.62371 -3.33630 0.15596
H -0.80169 0.31766 1.66659
H -1.12567 -0.99939 -0.00801
H -3.05881 -1.07320 0.36073
H -1.99865 -2.52402 2.74758
H -2.14689 -3.48751 1.07086
H 0.46800 -1.80253 3.78973
H 3.30303 -2.07787 3.48018
H 2.50013 -3.84985 -0.88809
H -0.11807 -3.62955 -0.73181
C -4.99594 -4.95529 -2.55732
O -3.74314 -4.29907 -2.37336
C -2.99862 -4.19037 -3.50265
O -3.31291 -4.59614 -4.61059
O -1.84399 -3.55202 -3.18558
C -0.95523 -3.36600 -4.28549
H -5.50643 -4.98617 -1.59078
H -5.62374 -4.39873 -3.26056
H -4.84612 -5.98406 -2.90051
H -1.42152 -2.74577 -5.05788
H -0.64389 -4.33119 -4.69786
H -0.06620 -2.84633 -3.91751
C 0.71977 2.98530 3.79194
C -0.51414 3.82542 3.53529
O -1.05391 3.51705 2.25861
H 1.47599 3.16674 3.02124
H 1.15081 3.21419 4.77061
H 0.47667 1.91838 3.75450
H -0.26266 4.88997 3.55172
H -1.28009 3.64002 4.29453
H -1.28174 2.57158 2.25721
F 1.47784 4.85394 4.59099
K -3.98018 0.35023 -0.76279
Br 5.16331 -0.50994 1.04869
Na 5.68433 -4.79341 2.56405
C -2.86029 5.80856 -3.19340
C -3.28694 4.56711 -2.43778
O -3.26696 3.44165 -3.30339
H -3.52570 5.98907 -4.04395
H -2.87460 6.68630 -2.54120
H -1.85064 5.68722 -3.59922
H -4.30428 4.68395 -2.05289
H -2.61871 4.37258 -1.59331
H -2.35753 3.34149 -3.63313
O -5.71576 2.32314 2.19224
C -5.24445 2.50265 3.43408
C -5.69855 3.94088 3.97239
O -5.20881 4.12941 5.20559
H -4.14803 2.46843 3.56397
H -5.57290 1.78213 4.20394
H -6.79719 3.96458 3.86057
H -5.38997 4.66151 3.19443
Li -3.24668 -0.94631 -4.28359
C 7.48388 -0.40794 -1.60214
C 8.85016 -1.11036 -1.67064
C 9.89011 -0.14195 -2.25827
O 8.73844 -2.13618 -2.49632
H 7.13020 -0.07999 -2.58843
H 6.71657 -1.06343 -1.17100
H 7.54566 0.48328 -0.96622
H 9.15318 -1.27915 -0.62743
H 9.62574 0.19591 -3.26898
H 10.88494 -0.60263 -2.30766
H 9.97607 0.75190 -1.62889
*
```

HOMO level	-0.1175	hartree
HOMO-LUMO gap	0.065	Eh

Partial charges, Löwdin, in e: -0.146, -0.265, -0.129, -0.113, 0.029, -0.044, -0.500, 0.541, -0.025, 0.030, 0.120, 0.136, -0.010, 0.136, 0.112, 0.117, 0.113, 0.138, 0.129, -0.054, -0.044, -0.612, 0.101, -0.085, -0.077, 0.094, 0.097, 0.099, 0.062, 0.102, 0.094, -0.189, -0.337, -0.130, 0.072, 0.046, 0.029, 0.092, 0.098, 0.034, -0.682, 0.459, -0.242, 0.523, -0.094, -0.328, -0.132, 0.075, 0.078, 0.075, 0.115, 0.114, 0.083, -0.136, -0.338, -0.325, -0.055, 0.116, 0.115, 0.115, 0.121, 0.286, -0.127, -0.719, -0.108, -0.238, 0.072, -0.021, 0.054, 0.102, 0.067, 0.058, 0.055

=====

# 4
C5H4O2S as an isolated structure. Source: OMol25; level of theory: ωB97M-V with the def2-TZVPD basis set.

Geometry as ORCA input:
```
! wB97M-V def2-TZVPD RIJCOSX def2/J DEFGRID3
* xyz 0 1
C 1.02848 -1.20931 -0.05978
C 1.50260 1.23109 -0.13502
C -0.11482 -0.43235 0.08167
C 0.19054 0.95505 -0.04392
C -1.58493 -0.57832 0.07118
O -0.88502 1.72229 0.02795
O -2.12246 0.65979 -0.33698
S 2.46770 -0.20973 -0.11916
H 1.25725 -2.25569 -0.09255
H 1.89306 2.28080 0.16173
H -1.65208 -1.44681 -0.70243
H -1.98032 -0.71682 1.14733
*
```

HOMO level	-0.3204	hartree
relative energy (zero: lowest compared OMol25 entry of this formula, charge and spin)	101.5	kcal per mole
HOMO-LUMO gap	0.297	Eh

Partial charges, Löwdin, in e: -0.319, -0.356, -0.260, -0.441, -0.175, 0.088, -0.006, 0.959, 0.058, 0.121, 0.172, 0.157

=====

# 5
A 2-piece molecular cluster, C5H10O2 overall. Source: OMol25; level of theory: ωB97M-V with the def2-TZVPD basis set.

Geometry as ORCA input:
```
! wB97M-V def2-TZVPD RIJCOSX def2/J DEFGRID3
* xyz 0 1
C -2.27363 -0.62008 -0.44751
C -1.15566 0.39230 -0.67004
C 0.24709 -0.19346 -0.70846
O 0.47245 -1.33331 -1.04628
C 1.39157 0.78148 -0.45147
C 2.52188 0.31786 0.45340
O 2.56240 -0.69962 1.09377
H -3.23774 -0.19864 -0.74927
H -2.08813 -1.52710 -1.02766
H -2.34672 -0.90310 0.60755
H -1.26220 0.85712 -1.66171
H -1.21156 1.21603 0.05237
H -0.15616 -0.71462 1.63339
H 0.27165 -1.22125 1.29851
H 1.04058 1.75045 -0.07069
H 1.84393 0.98481 -1.43072
H 3.36209 1.04464 0.49714
*
```

structure (SMILES)	CCC(=O)CC=O.[H][H]
HOMO level	-0.3545	hartree
relative energy (zero: lowest compared OMol25 entry of this formula, charge and spin)	58.6	kcal per mole
HOMO-LUMO gap	0.381	Eh

Partial charges, Löwdin, in e: -0.103, -0.206, -0.484, 0.073, -0.089, -0.252, 0.045, 0.073, 0.077, 0.065, 0.128, 0.110, 0.095, 0.092, 0.121, 0.134, 0.122